This record from the Open Molecules 2025 dataset describes a single C2H3NO2S molecule. The level of theory is the ωB97M-V functional and the def2-TZVPD basis.

```
9
Properties=species:S:1:pos:R:3:forces:R:3
O -2.030 1.527 0.028 -0.5 1.5 0.0
C -1.328 0.573 -0.005 0.1 -1.4 0.1
S -2.124 -1.041 0.006 0.6 0.1 -0.1
C 0.158 0.672 -0.017 0.9 -2.5 -0.3
N 0.842 -0.426 0.015 -0.3 1.5 0.3
O 2.209 -0.167 -0.021 -0.6 0.0 0.1
H -0.991 -1.745 -0.187 -0.2 0.0 0.1
H 0.670 1.600 -0.111 0.0 0.9 0.1
H 2.594 -0.993 0.292 0.1 -0.1 -0.2
```
Forces are in eV/Å.

Properties
frontier orbital gap: 0.3597 Ha
spin multiplicity: 1
SMILES: O=C(S)/C=N/O
E_HOMO: -10.002 eV
molar mass: 105.12 g/mol
LUMO: -0.21 eV


This record from the Open Molecules 2025 dataset describes 2 unconnected molecules or ions with the total composition C2H3NO2S. The level of theory is the ωB97M-V functional and the def2-TZVPD basis.

```
9
Properties=species:S:1:pos:R:3:forces:R:3
C 0.501 0.005 -0.113 0.9 0.4 -1.2
C -0.914 -0.501 0.371 -0.1 6.3 3.1
H 2.073 -1.091 -0.968 -0.1 0.6 0.1
H 0.233 -1.915 -1.130 4.0 2.5 2.8
H -2.297 -1.798 0.191 2.8 0.2 -0.9
N 1.223 -1.130 -0.418 -4.1 -2.1 -2.6
O -1.302 -1.674 -0.131 -3.5 0.3 1.6
O -1.497 0.328 1.160 1.3 -4.9 -3.4
S 1.019 1.654 -0.309 -1.2 -3.5 0.7
```
Forces are in eV/Å.

Properties
frontier orbital gap: 0.2907 Ha
spin multiplicity: 1
E_HOMO: -8.779 eV
molar mass: 105.12 g/mol
LUMO: -0.87 eV